The following is a quantum chemistry calculation of a molecular structure, C2H8Cl2IO7P3S, from the OMol25 dataset.

Computed properties:
- E (Eh) = -3248.33189
- charge = 0

CARTESIAN COORDINATES (ANGSTROEM)
O -1.71 1.22 1.30
P -2.23 -0.13 1.44
O -3.60 -0.30 2.20
O -2.50 -0.90 0.10
P -1.72 -0.41 -1.33
O -2.10 -1.72 -2.18
I 0.67 -0.84 -0.89
O -1.16 -1.05 2.24
P -1.20 -2.66 2.46
O -0.93 -3.22 0.98
O 0.20 -2.84 3.21
S -2.68 -3.40 3.36
H -3.58 0.21 3.03
H -1.70 -2.53 -1.83
H -0.37 -4.01 1.04
H 0.86 -2.19 2.93
Cl 1.51 3.37 -0.78
C 2.99 3.65 -1.73
C 3.07 2.73 -2.92
Cl 3.28 1.03 -2.43
H 3.84 3.50 -1.07
H 2.98 4.68 -2.06
H 3.92 3.00 -3.54
H 2.16 2.79 -3.52

Formally, the natural (NBO) partial charges of the atoms, in units of the elementary charge, are as follows: atom 1 (O): -1.075, atom 2 (P): 2.567, atom 3 (O): -0.963, atom 4 (O): -1.095, atom 5 (P): 1.301, atom 6 (O): -0.996, atom 7 (I): -0.208, atom 8 (O): -1.090, atom 9 (P): 2.014, atom 10 (O): -0.996, atom 11 (O): -0.987, atom 12 (S): -0.537, atom 13 (H): 0.520, atom 14 (H): 0.509, atom 15 (H): 0.518, atom 16 (H): 0.516, atom 17 (Cl): -0.049, atom 18 (C): -0.391, atom 19 (C): -0.384, atom 20 (Cl): -0.066, atom 21 (H): 0.222, atom 22 (H): 0.222, atom 23 (H): 0.222, atom 24 (H): 0.224


The following is a quantum chemistry calculation of a molecular structure, C3H5NO2, from the OMol25 dataset.

Computed properties:
- E (Eh) = -322.45051
- charge = 0
- energy relative to the best compared isomer or geometry (same formula, charge and spin) (kJ/mol) = 325.1

CARTESIAN COORDINATES (ANGSTROEM)
O 1.27 -1.10 -1.53
C 0.54 -0.79 -0.45
C 0.17 0.62 1.14
N -1.11 0.04 0.90
C -0.67 -0.01 -0.51
O -1.07 0.70 -1.41
H 1.05 -0.53 -2.29
H 0.66 -1.54 0.32
H 0.81 0.19 1.90
H 0.23 1.71 1.01
H -1.87 0.71 0.92

Formally, the natural (NBO) partial charges of the atoms, in units of the elementary charge, are as follows: atom 1 (O): -0.644, atom 2 (C): 0.139, atom 3 (C): -0.200, atom 4 (N): -0.669, atom 5 (C): 0.530, atom 6 (O): -0.640, atom 7 (H): 0.502, atom 8 (H): 0.205, atom 9 (H): 0.193, atom 10 (H): 0.196, atom 11 (H): 0.388


The following is a quantum chemistry calculation of a single C5H11FO molecule, from the OMol25 dataset.

Computed properties:
- E (Eh) = -372.17915
- charge = 0
- energy relative to the best compared isomer or geometry (same formula, charge and spin) (kJ/mol) = 14.1
- SMILES = CCOC(C)(C)F

CARTESIAN COORDINATES (ANGSTROEM)
C -1.74 -0.72 -1.33
C 1.93 1.40 0.49
C -0.06 0.14 1.44
C -0.26 -1.02 -1.28
C 1.00 0.19 0.37
O 0.50 0.13 -0.93
F 1.94 -0.95 0.60
H -2.23 -0.41 -0.37
H -1.80 0.11 -2.11
H -2.33 -1.53 -1.98
H 2.86 1.02 1.01
H 2.16 1.80 -0.47
H 1.41 2.04 1.13
H -0.57 1.21 1.32
H 0.36 -0.02 2.41
H -0.69 -0.68 1.15
H 0.05 -1.26 -2.32
H 0.02 -1.82 -0.65

Formally, the natural (NBO) partial charges of the atoms, in units of the elementary charge, are as follows: atom 1 (C): -0.651, atom 2 (C): -0.647, atom 3 (C): -0.668, atom 4 (C): -0.088, atom 5 (C): 0.635, atom 6 (O): -0.531, atom 7 (F): -0.436, atom 8 (H): 0.218, atom 9 (H): 0.218, atom 10 (H): 0.223, atom 11 (H): 0.238, atom 12 (H): 0.232, atom 13 (H): 0.204, atom 14 (H): 0.222, atom 15 (H): 0.234, atom 16 (H): 0.218, atom 17 (H): 0.191, atom 18 (H): 0.186


The following is a quantum chemistry calculation of a single C3H5Cl2F molecule, from the OMol25 dataset.

Computed properties:
- E (Eh) = -1137.47174
- charge = 0
- energy relative to the best compared isomer or geometry (same formula, charge and spin) (kJ/mol) = 222.7
- SMILES = CCC(F)(Cl)Cl

CARTESIAN COORDINATES (ANGSTROEM)
C 0.38 -0.33 1.04
C 0.49 -0.15 -0.43
C -0.78 0.50 -0.80
H 1.20 -1.33 1.15
H 0.95 0.45 1.81
H -0.70 -0.54 1.61
H 1.30 0.47 -0.59
H 0.68 -1.27 -0.77
F -0.71 1.53 -0.03
Cl -2.14 -0.57 -0.46
Cl -0.67 1.22 -2.53

Formally, the natural (NBO) partial charges of the atoms, in units of the elementary charge, are as follows: atom 1 (C): -0.635, atom 2 (C): -0.516, atom 3 (C): 0.378, atom 4 (H): 0.205, atom 5 (H): 0.228, atom 6 (H): 0.252, atom 7 (H): 0.242, atom 8 (H): 0.232, atom 9 (F): -0.321, atom 10 (Cl): 0.014, atom 11 (Cl): -0.080


Calculated LUMO energy (eV), listed in the same order as above: -0.01; 0.60; 0.97; 0.69
Calculated E_HOMO (eV), listed in the same order as above: -9.44; -8.94; -10.53; -11.09
Calculated orbital gap (hartree), listed in the same order as above: 0.3465; 0.3504; 0.4227; 0.4330